{"formula": "C4H9NO3", "method": "ωB97M-V/def2-TZVPD", "symbols": ["H", "C", "H", "C", "H", "O", "H", "H", "H", "H", "H", "C", "O", "O", "H", "C", "N"], "xyz": [[-2.35, -0.61, -0.03], [0.30, -1.18, 0.16], [0.72, 0.10, 1.88], [1.17, -0.67, 1.26], [1.15, 1.99, -2.07], [-2.98, -0.77, 0.68], [-0.67, -0.54, -1.56], [2.10, -0.24, 0.88], [-0.33, 1.40, 0.58], [-1.21, 1.58, -0.85], [-2.98, -1.73, 0.80], [-0.27, 1.18, -0.49], [1.78, 2.38, -0.24], [0.08, -2.36, 0.00], [1.41, -1.51, 1.91], [0.96, 1.91, -0.99], [-0.18, -0.26, -0.74]], "relative_energy_kcal_mol": 29.7, "smiles": "CC(=O)NCC=O.O", "orbital_gap_ev": 10.49}

=====

{"formula": "C4H9NO3", "method": "ωB97M-V/def2-TZVPD", "symbols": ["O", "H", "H", "C", "C", "O", "H", "H", "O", "C", "H", "H", "H", "N", "H", "C", "H"], "xyz": [[-0.35, 1.43, 0.56], [2.53, -0.29, 0.43], [1.03, 1.59, -1.00], [0.48, -0.48, -0.94], [0.94, 0.75, -0.31], [-0.98, 0.05, -1.44], [2.71, 1.35, 0.52], [-0.19, -1.55, 0.90], [-2.33, -0.31, 0.32], [-1.74, 0.53, -0.55], [1.27, -2.14, 0.09], [-0.30, -2.44, -0.63], [-2.28, 1.46, -0.77], [2.05, 0.59, 0.56], [-0.22, 0.98, 1.41], [0.28, -1.70, -0.08], [-2.92, 0.19, 0.90]], "relative_energy_kcal_mol": 120.5, "orbital_gap_ev": 7.23}

=====

{"formula": "C4H9NO3", "method": "ωB97M-V/def2-TZVPD", "symbols": ["H", "H", "C", "H", "C", "H", "C", "H", "H", "O", "H", "C", "H", "H", "N", "O", "O"], "xyz": [[-0.74, 2.37, -0.99], [1.22, -0.09, 2.02], [1.75, 0.42, 1.22], [-0.29, 2.22, 0.59], [-0.24, 0.58, -0.62], [-0.47, 0.44, -1.73], [1.31, 0.31, -0.27], [-2.35, 0.71, 0.01], [2.08, 1.42, 1.54], [-2.30, -0.24, 0.34], [1.78, 1.18, -0.87], [-1.06, -0.65, 0.08], [2.69, -0.06, 1.16], [1.25, -1.58, -0.39], [-0.80, 1.78, -0.15], [1.62, -0.87, -0.96], [-0.58, -1.77, 0.28]], "relative_energy_kcal_mol": 33.9, "smiles": "C[C@@H](O)[C@H](N)C(=O)O", "orbital_gap_ev": 9.88}

=====

{"formula": "C4H9NO3", "method": "ωB97M-V/def2-TZVPD", "symbols": ["H", "C", "O", "H", "C", "H", "H", "N", "H", "O", "H", "O", "C", "H", "H", "H", "C"], "xyz": [[-0.77, -0.48, 1.31], [0.54, -0.07, -0.38], [-1.74, -0.13, -0.22], [-1.60, 2.02, 1.46], [-0.69, 0.30, 0.46], [0.08, 2.29, 1.41], [-1.81, 2.28, -1.01], [-0.78, 2.51, -0.47], [2.07, -1.05, -1.32], [0.81, -2.00, 0.88], [0.07, -0.18, -1.44], [2.12, -1.69, -0.82], [1.08, -1.36, -0.05], [0.98, 0.72, -0.30], [-1.04, 3.60, -0.37], [-2.39, -0.05, 0.31], [-0.89, 1.77, 0.72]], "relative_energy_kcal_mol": 138.7, "smiles": "NC[C@@H](O)CC(=O)O", "orbital_gap_ev": 10.64}

=====

{"formula": "C4H9NO3", "method": "ωB97M-V/def2-TZVPD", "symbols": ["H", "H", "C", "C", "C", "O", "N", "O", "O", "H", "H", "H", "H", "H", "H", "C", "H"], "xyz": [[-1.38, -2.91, 1.49], [0.79, -1.36, 0.40], [-0.98, 0.59, -0.62], [-0.97, -2.08, 0.90], [2.16, 0.90, -0.29], [0.33, -2.04, 0.98], [-1.69, -1.30, 0.20], [1.87, 1.80, -1.22], [1.89, -0.28, -0.36], [-1.53, 1.09, -1.40], [-2.68, -1.50, 0.20], [1.17, 1.42, -1.79], [-0.18, 0.87, 1.34], [-0.47, -0.22, -1.14], [2.93, 1.30, 0.38], [-0.47, 1.34, 0.41], [-0.77, 2.38, 0.53]], "relative_energy_kcal_mol": 92.1, "smiles": "[H]/N=C/O.O=CO.C=C", "orbital_gap_ev": 8.65}

=====

{"formula": "C4H9NO3S", "method": "ωB97M-V/def2-TZVPD", "symbols": ["O", "H", "H", "H", "C", "H", "C", "H", "H", "H", "N", "C", "C", "O", "S", "O", "H", "H"], "xyz": [[-2.23, -1.45, 0.85], [0.52, -1.34, -0.10], [0.51, -1.42, -1.83], [1.58, 2.16, -0.53], [-0.81, 0.65, 0.09], [-0.89, 1.14, 2.10], [0.88, -0.87, -0.93], [-2.30, 2.03, -1.25], [2.05, -1.00, -0.87], [-1.46, -0.81, 1.51], [-0.52, 0.34, 1.47], [0.39, 0.53, -0.82], [-2.05, -0.71, -0.22], [1.51, 1.24, -0.33], [-1.87, 2.07, -0.01], [-2.40, -0.81, -1.33], [0.02, 0.97, -1.78], [0.44, 0.14, 1.69]], "relative_energy_kcal_mol": 26.7, "smiles": "C[C@H](O)[C@@](N)(S)C(=O)O", "orbital_gap_ev": 8.95}

=====

{"formula": "C4H9NO3S", "method": "ωB97M-V/def2-TZVPD", "symbols": ["O", "C", "H", "C", "H", "H", "H", "N", "C", "H", "H", "H", "O", "C", "O", "H", "H", "S"], "xyz": [[-1.77, 0.31, 0.59], [-1.01, -0.82, 0.61], [-3.25, -0.32, -2.15], [0.90, 0.37, 1.63], [0.99, -0.16, 2.61], [0.17, 1.16, -0.97], [1.71, 0.11, -1.12], [-2.82, -0.75, -1.45], [0.44, -0.47, 0.44], [2.00, 0.49, 1.44], [-3.68, -1.00, 0.71], [0.03, -0.53, -1.71], [-1.36, -1.93, 0.84], [0.59, 0.12, -0.97], [-3.93, 1.14, -0.05], [0.41, 1.34, 1.89], [1.12, -1.40, 0.43], [-3.17, -0.03, -0.13]], "relative_energy_kcal_mol": 52.8, "orbital_gap_ev": 11.14}

=====

{"formula": "C4H9NO3SSi", "method": "ωB97M-V/def2-TZVPD", "symbols": ["C", "Si", "O", "H", "O", "O", "H", "H", "C", "C", "H", "N", "H", "H", "H", "H", "S", "H", "C"], "xyz": [[0.26, 0.43, -0.01], [-0.56, -1.27, 1.53], [0.44, -0.88, 0.13], [-0.56, 2.17, -2.53], [-2.06, -0.95, 1.02], [-0.12, 1.14, 0.89], [1.79, -0.82, -1.77], [-2.46, -0.08, 0.94], [1.38, 0.09, -2.14], [0.25, 2.29, -1.89], [-0.04, 2.98, -1.09], [-0.10, -0.79, 3.15], [-0.41, -1.56, 3.82], [-0.45, 0.11, 3.50], [1.02, 2.62, -2.61], [1.36, 0.34, -3.22], [-0.27, -3.38, 1.51], [-0.10, -3.38, 0.10], [0.62, 0.94, -1.33]], "relative_energy_kcal_mol": 0.0, "orbital_gap_ev": 9.66}

=====

{"formula": "C4H9NOS", "method": "ωB97M-V/def2-TZVPD", "symbols": ["O", "H", "H", "H", "H", "C", "H", "H", "H", "C", "C", "N", "H", "S", "H", "C"], "xyz": [[1.43, -0.56, 3.05], [-1.83, -0.43, 0.08], [-0.93, 1.80, -0.52], [0.92, -1.45, 0.53], [1.06, -0.70, -1.52], [-1.12, -1.02, -0.65], [-1.65, -1.03, -1.63], [-0.15, 0.36, 2.23], [-1.04, -2.09, -0.41], [0.23, -0.25, -0.75], [-0.20, 1.31, -1.14], [0.94, -0.45, 0.49], [0.49, 1.89, -0.67], [-0.31, 1.35, -2.89], [1.24, 1.15, 1.80], [0.92, 0.14, 2.01]], "total_charge": -2, "relative_energy_kcal_mol": 61.4, "smiles": "C[C@@H](C[S-])NC[O-]", "orbital_gap_ev": 5.39}

=====

{"formula": "C4H9NOS", "method": "ωB97M-V/def2-TZVPD", "symbols": ["C", "N", "S", "H", "C", "H", "H", "H", "C", "H", "H", "H", "H", "C", "O", "H"], "xyz": [[0.30, -0.37, 0.01], [-1.34, 1.14, -1.32], [-0.55, 3.39, -0.21], [-1.67, 0.19, -1.18], [1.80, -0.77, 0.11], [-1.59, -0.77, 1.05], [0.01, -0.59, -1.05], [2.11, -0.63, 1.14], [-0.55, -1.11, 1.06], [-0.19, -0.84, 2.02], [1.93, -1.82, -0.14], [-0.52, -2.22, 0.95], [-1.93, 1.70, -1.85], [-0.54, 1.79, -0.42], [0.32, 1.04, 0.31], [2.42, -0.14, -0.47]], "relative_energy_kcal_mol": 21.8, "smiles": "CC(C)OC(N)=S", "orbital_gap_ev": 9.07}

=====

{"formula": "C4H9NOS", "method": "ωB97M-V/def2-TZVPD", "symbols": ["H", "C", "C", "C", "O", "H", "N", "H", "H", "S", "H", "H", "H", "H", "H", "C"], "xyz": [[-0.35, -0.99, -1.58], [0.96, -0.69, 0.63], [-0.52, 1.11, -1.26], [1.60, -0.83, 2.07], [1.62, -0.21, -0.28], [-2.65, 1.87, -2.31], [-0.36, -0.75, 0.39], [-1.06, -1.21, 1.01], [0.55, 1.39, -0.96], [-1.94, 2.22, -0.99], [0.79, -0.40, 2.64], [2.09, -1.73, 2.32], [2.31, 0.07, 2.38], [-0.18, 1.17, -2.31], [-1.93, -0.67, -0.79], [-0.91, -0.34, -0.95]], "relative_energy_kcal_mol": 60.2, "smiles": "CC(=O)NCCS", "orbital_gap_ev": 9.71}

=====

{"formula": "C4H9NOS", "method": "ωB97M-V/def2-TZVPD", "symbols": ["H", "H", "C", "H", "O", "H", "H", "H", "H", "N", "C", "H", "S", "C", "H", "C"], "xyz": [[0.15, 0.47, -2.21], [0.30, 1.63, -0.93], [-0.73, -0.27, -0.33], [-2.08, -0.25, 1.34], [1.34, -1.40, -0.06], [-1.54, 1.27, 1.16], [-0.15, -2.12, 0.99], [0.23, -0.67, 1.70], [-2.55, 0.82, -0.05], [1.77, -0.30, -0.68], [0.19, 0.50, -1.15], [-1.21, -1.14, -0.76], [2.64, 0.77, 0.38], [0.19, -1.14, 0.69], [3.21, 1.39, -0.60], [-1.76, 0.44, 0.53]], "relative_energy_kcal_mol": 116.9, "smiles": "C[C@@H]1CON(S)C1", "orbital_gap_ev": 9.07}

=====

{"formula": "C4H9NOS", "method": "ωB97M-V/def2-TZVPD", "symbols": ["O", "C", "H", "C", "H", "H", "H", "H", "S", "H", "C", "H", "H", "C", "N", "H"], "xyz": [[-1.72, -0.61, 1.45], [-1.63, -0.26, 0.06], [-0.69, -1.95, -1.23], [-1.64, 1.21, -0.42], [-2.46, -0.89, -0.40], [-1.72, 1.40, -1.52], [-0.87, 1.83, -0.09], [-1.00, -0.41, 2.09], [1.21, 0.51, 0.55], [-2.72, 1.74, -0.24], [-0.34, -1.25, -0.49], [3.53, 0.41, 0.96], [3.02, 0.21, -0.89], [2.92, -0.02, 0.24], [0.90, -0.84, -0.41], [3.22, -1.08, 0.33]], "relative_energy_kcal_mol": 98.5, "smiles": "CS/N=C\\[C@H](C)O", "orbital_gap_ev": 9.44}

=====

{"formula": "C4H9NOS", "method": "ωB97M-V/def2-TZVPD", "symbols": ["C", "H", "H", "H", "C", "H", "H", "C", "O", "H", "C", "H", "N", "S", "H", "H"], "xyz": [[-0.04, -0.22, -0.04], [1.56, 1.07, 0.25], [-0.92, 1.12, -1.46], [-3.35, 1.38, -0.57], [2.22, -0.45, -0.93], [-0.17, -1.07, -0.71], [-1.23, -1.05, 1.58], [-1.14, 0.78, -0.45], [2.04, -1.49, -1.51], [-1.00, 1.65, 0.15], [-0.22, -0.70, 1.39], [0.48, -1.52, 1.57], [1.26, 0.33, -0.35], [-2.83, 0.18, -0.32], [0.12, 0.06, 2.10], [3.22, -0.05, -0.71]], "relative_energy_kcal_mol": 15.4, "smiles": "C[C@@H](CS)NC=O", "orbital_gap_ev": 9.96}

=====

{"formula": "C4H9NOS", "method": "ωB97M-V/def2-TZVPD", "symbols": ["H", "H", "N", "H", "C", "H", "S", "H", "H", "C", "O", "H", "H", "C", "H", "C"], "xyz": [[2.13, 0.28, 1.30], [2.49, 2.07, 1.12], [1.35, 1.40, -0.33], [3.33, 0.85, 0.15], [0.08, 1.18, -0.90], [-1.49, -0.10, -1.09], [-1.39, -2.22, 1.02], [-2.55, -1.88, 0.51], [0.67, -0.93, 0.99], [-0.42, -0.25, -0.85], [-0.29, 2.05, -1.67], [-0.85, 0.04, 1.24], [-0.04, -1.02, -1.56], [-0.31, -0.72, 0.64], [1.31, 2.39, -0.43], [2.34, 1.05, 0.62]], "relative_energy_kcal_mol": 48.1, "smiles": "CNC(=O)CCS", "orbital_gap_ev": 9.91}